# 1
This record from the OMol25 dataset describes a structure of composition C17H41IrN2OP2 at a distorted geometry. The level of theory is wB97M-V/def2-TZVPD.

## Properties
- E_tot: -44704.3862 eV
- Spin multiplicity: 6
- Total charge: +3
- ⟨S²⟩: 8.76

Positions of all 64 atoms, in Å:
Ir 0.08874 0.11689 0.12725
P -0.87941 1.74236 -1.24701
P 0.47384 -1.92095 1.20983
N -1.72219 0.07610 1.06217
C -2.61000 1.70102 -0.61750
H -2.99687 2.71956 -0.54515
H -3.23163 1.15123 -1.33694
C -2.75266 1.02311 0.75548
H -2.80974 1.77250 1.57429
H -3.71995 0.48376 0.82890
C -2.04092 -0.91132 2.05070
H -3.11472 -1.16057 1.92139
H -2.00289 -0.44280 3.05770
C -1.17656 -2.18189 1.98640
H -1.72095 -2.93581 1.40198
H -1.04910 -2.56832 2.99975
C 1.64638 -1.76906 2.64559
C 3.04448 -1.30449 2.20364
H 3.58160 -0.94703 3.09596
H 3.02941 -0.48516 1.46882
H 3.62369 -2.13535 1.77314
C 0.84544 -3.45729 0.23688
C 2.29735 -3.55102 -0.25725
H 2.36844 -4.40696 -0.94602
H 2.99185 -3.74139 0.57364
H 2.62062 -2.65401 -0.80104
C -0.98211 1.49144 -3.08198
C 0.33280 1.77339 -3.82612
H 0.21003 1.44475 -4.86975
H 1.18761 1.23181 -3.40155
H 0.55848 2.84942 -3.84632
C -0.28318 3.46041 -0.86193
C 1.22928 3.61198 -1.09677
H 1.56403 4.52284 -0.57652
H 1.45710 3.73226 -2.16669
H 1.82494 2.76815 -0.71642
C 1.56036 -0.07353 -0.96029
C 0.44771 -4.74382 0.96928
H 1.11065 -4.92777 1.82475
H -0.59011 -4.73183 1.31748
H 0.56308 -5.58865 0.27673
C -2.13656 2.26414 -3.73088
H -2.21622 1.95170 -4.78103
H -3.10029 2.07432 -3.24844
H -1.93730 3.34374 -3.72318
C -1.07837 4.56597 -1.56516
H -0.83777 5.53145 -1.09220
H -0.79574 4.64098 -2.62619
H -2.16684 4.44214 -1.47986
C 1.72067 -3.02233 3.52502
H 2.32119 -3.80806 3.04192
H 2.22148 -2.76271 4.47146
H 0.73474 -3.42398 3.79699
H 1.18575 -0.96843 3.25745
H -0.48314 3.55446 0.22364
H 0.18598 -3.32070 -0.63881
H -1.19345 0.40914 -3.13999
O 2.48710 -0.20602 -1.66291
H -1.68723 -1.54265 -1.59486
H -0.94249 -1.31988 -1.54028
N 0.64217 1.46813 1.84690
H 1.60225 1.82799 1.85173
H 0.48651 0.99001 2.73108
H 0.01261 2.27667 1.87108

Results of the Mulliken charge analysis, in e, for atoms 1 through 6: atom 1 (Ir): 0.8792, atom 2 (P): 0.1881, atom 3 (P): 0.2108, atom 4 (N): 0.0600, atom 5 (C): -0.8841, atom 6 (H): 0.3577

# 2
This record from the OMol25 dataset describes a structure of composition C19H29BrN2O6Rh. The level of theory is wB97M-V/def2-TZVPD.

## Properties
- E_tot: -108481.7137 eV
- Spin multiplicity: 5
- Total charge: +1
- ⟨S²⟩: 6.02

Positions of all 58 atoms, in Å:
Rh -0.31235 -0.24960 0.35496
C -0.16677 -5.65641 -0.79186
N -0.52679 -4.55006 0.08508
C -1.09168 -4.92709 1.37887
C -0.24288 -3.27937 -0.16533
O -0.48745 -2.38813 0.67005
C 0.39865 -2.93802 -1.50596
O 0.70252 -1.55635 -1.58631
C 0.27620 -0.91684 -2.77647
C -1.09726 -0.29540 -2.55222
O -1.62720 -0.44468 -1.43582
N -1.65804 0.38788 -3.53447
C -2.93092 1.07485 -3.32242
C -1.01858 0.53329 -4.83879
H -0.98698 -6.37177 -0.80470
H 0.72907 -6.16038 -0.42448
H 0.00432 -5.32723 -1.81143
H -1.85457 -5.68600 1.21714
H -1.53349 -4.05781 1.85174
H -0.31346 -5.33327 2.02619
H -0.28848 -3.23662 -2.30289
H 1.32701 -3.50375 -1.61845
H 0.25931 -1.61795 -3.61430
H 1.00075 -0.13610 -3.01474
H -3.18806 1.03308 -2.26963
H -3.71290 0.59777 -3.91287
H -2.82735 2.11374 -3.63072
H -0.12034 1.14916 -4.77545
H -1.72100 1.02389 -5.50593
H -0.76781 -0.43436 -5.27215
Br 0.17153 6.22024 4.69164
C -0.72282 4.64260 4.15736
C -1.56767 4.00170 5.05121
C -2.22199 2.84295 4.65708
C -2.02828 2.32897 3.38541
C -1.17947 2.98272 2.49884
C -0.52396 4.14902 2.88166
C -0.92630 2.46588 1.12335
O -0.26335 3.06975 0.30797
O -1.48141 1.28508 0.83827
H -1.71282 4.40695 6.04268
H -2.88629 2.34552 5.35029
H -2.53790 1.42888 3.06857
H 0.12415 4.65288 2.17921
C 2.85929 2.00351 1.61904
C 2.64991 0.86816 0.62000
C 3.72101 -0.20823 0.75550
C 2.55750 1.39551 -0.80286
O 1.40244 0.26356 0.97413
H 3.82296 2.47854 1.43415
H 2.84726 1.62122 2.63873
H 2.07279 2.74928 1.50614
H 4.69608 0.21248 0.50954
H 3.51672 -1.03540 0.07393
H 3.75131 -0.58999 1.77510
H 3.47232 1.93114 -1.05631
H 1.71139 2.07773 -0.89596
H 2.45212 0.56293 -1.50131

Results of the Mulliken charge analysis, in e, for atoms 1 through 6: atom 1 (Rh): 1.8702, atom 2 (C): -0.9389, atom 3 (N): 0.1439, atom 4 (C): -1.0147, atom 5 (C): 0.7984, atom 6 (O): -0.7463

# 3
This record from the OMol25 dataset describes a structure of composition C4H10O2 at a distorted geometry. The level of theory is wB97M-V/def2-TZVPD.

## Properties
- E_tot: -8402.2378 eV
- Total charge: 0

Positions of all 16 atoms, in Å:
C -1.54540 -0.77633 0.16830
C -0.46383 0.24339 -0.18066
C 0.57862 -0.44237 -1.01514
O 1.74112 0.29093 -1.32872
C 0.17930 0.87117 1.06512
O 1.05845 1.92211 0.76412
H -1.98691 -1.21772 -0.73356
H -1.13771 -1.59560 0.77602
H -2.34901 -0.30532 0.73924
H -0.88230 1.05717 -0.78758
H 0.22008 -1.02374 -1.86698
H 1.04884 -1.34992 -0.23434
H 1.88836 -0.62466 -0.70910
H -0.60439 1.27152 1.71929
H 0.67918 0.05660 1.62936
H 1.57558 1.62278 -0.00538

Results of the Mulliken charge analysis, in e, for atoms 1 through 6: atom 1 (C): -1.4967, atom 2 (C): 0.4843, atom 3 (C): -0.3391, atom 4 (O): -0.6492, atom 5 (C): -0.7007, atom 6 (O): -0.5509

# 4
This record from the OMol25 dataset describes the molecule C5H6BrP at a distorted geometry. The level of theory is wB97M-V/def2-TZVPD.

## Properties
- E_tot: -84608.7964 eV
- Total charge: 0
- SMILES: [H]/P=C\CCC#CBr

Positions of all 13 atoms, in Å:
C 0.84396 -0.03320 -1.42029
C 1.93860 0.07147 -1.91889
C 0.16393 0.66596 1.35480
C -0.41015 -0.42603 -0.87802
C -0.67239 -0.44008 0.59053
P -0.71583 1.31803 2.54446
Br 3.68547 -0.08203 -2.44741
H 1.25396 0.63717 1.15439
H -1.28433 0.21849 -1.36037
H -0.68191 -1.46992 -1.16692
H -0.34661 -1.42485 0.97684
H -1.83631 -0.25854 0.73923
H -1.93839 1.22353 1.83166

Results of the Mulliken charge analysis, in e, for atoms 1 through 6: atom 1 (C): -0.2311, atom 2 (C): 0.3125, atom 3 (C): -0.0776, atom 4 (C): -0.5135, atom 5 (C): -0.5560, atom 6 (P): -0.1908

# 5
This record from the OMol25 dataset describes a structure of composition C21H24F6InN3O10S3Si. The level of theory is wB97M-V/def2-TZVPD.

## Properties
- E_tot: -108979.0271 eV
- Total charge: -2

Positions of all 69 atoms, in Å:
In 0.54587 0.66879 1.23764
N 1.26761 -0.15951 3.80196
C 2.58503 0.42431 3.99995
C 3.32196 0.68568 2.67829
O 4.51824 0.93792 2.74703
O 2.63391 0.62378 1.59730
H 0.73072 -0.19839 4.65846
H 1.32341 -1.09977 3.42246
H 3.25722 -0.16619 4.63000
H 2.46463 1.40011 4.47809
C 4.49906 2.01907 -6.41373
C 3.70724 1.41497 -5.28422
C 2.32062 1.31868 -5.36194
C 1.58283 0.79574 -4.31042
C 2.23365 0.36260 -3.16632
C 3.61423 0.43884 -3.07394
C 4.34225 0.96421 -4.13101
S 1.29571 -0.31730 -1.80773
O 2.19339 -1.22748 -1.13337
O 0.10412 -0.89140 -2.38918
N 0.91553 0.93372 -0.89946
C 1.64932 2.19642 -1.04006
C 1.14785 3.26034 -0.04968
O 1.29684 4.44058 -0.34527
O 0.63067 2.82627 1.04835
H 4.00567 1.85774 -7.37329
H 5.50060 1.59034 -6.46927
H 4.60988 3.09796 -6.27804
H 1.81269 1.65448 -6.25993
H 0.50569 0.70383 -4.36464
H 4.10079 0.07793 -2.17666
H 5.42299 1.02402 -4.05917
H 1.53403 2.62018 -2.03766
H 2.72203 2.08351 -0.83188
F 1.45632 -4.40648 3.18118
C 0.16326 -4.25951 2.85365
F -0.42693 -3.57082 3.83997
F -0.38785 -5.47151 2.81008
S 0.04010 -3.36289 1.23560
O 0.79410 -2.16998 1.52711
O 0.53078 -4.30102 0.27839
N -1.47070 -2.95316 1.12205
S -2.67030 -3.87749 0.68226
O -3.87040 -3.40874 1.31797
O -2.41002 -5.28809 0.65554
C -2.88055 -3.39986 -1.08231
F -3.93013 -4.07162 -1.59683
F -3.12935 -2.10064 -1.20172
F -1.80384 -3.71022 -1.79058
C -1.62304 2.20082 3.40871
Si -1.72746 0.63521 2.35015
C -2.24964 -0.75659 3.49597
C -3.10049 0.93063 1.09235
C -4.19282 0.07316 0.95420
C -5.19231 0.32811 0.02201
C -5.11505 1.44760 -0.79296
C -4.02774 2.30634 -0.68033
C -3.03270 2.04492 0.24910
H -2.56664 2.38882 3.93010
H -1.37141 3.06522 2.79181
H -0.82946 2.09608 4.15440
H -3.08852 -0.41014 4.10895
H -1.44007 -1.04940 4.16591
H -2.55657 -1.64412 2.94599
H -4.25518 -0.82852 1.55341
H -6.02080 -0.36345 -0.07862
H -5.88836 1.64215 -1.52763
H -3.94557 3.17108 -1.32828
H -2.17696 2.71216 0.30972

Results of the Mulliken charge analysis, in e, for atoms 1 through 6: atom 1 (In): 1.4629, atom 2 (N): -0.2078, atom 3 (C): -0.4877, atom 4 (C): 0.5497, atom 5 (O): -0.7981, atom 6 (O): -0.4273

Question: The highest E_tot belongs to which entry?
Answer: C4H10O2

Question: Number 2 is which compound?
Answer: C19H29BrN2O6Rh